Molecular formula: C45H52BBrCl2F4N8PRbSSi4Te
Method: DFT, ωB97M-V/def2-TZVPD

As for the charge: -1. The multiplicity is 2. The lowest unoccupied orbital energy (spin up / spin down) is 1.570 / 1.571 eV. The relative energy (zero: lowest compared OMol25 entry of this formula, charge and spin) comes out at 2.512 eV. As for the HOMO-LUMO gap (spin up / spin down): 0.122 / 0.265 hartree.

```
121
C45H52BBrCl2F4N8PRbSSi4Te ωB97M-V/def2-TZVPD
Rb -0.313 -2.428 -1.970
C 3.715 -0.731 0.872
C 2.331 -0.569 0.711
N 1.903 -1.171 -0.390
N 2.990 -1.729 -0.956
C 4.093 -1.480 -0.220
B 2.820 -2.641 -2.191
N 2.055 -3.887 -1.708
C 2.284 -4.453 -0.496
C 1.436 -5.526 -0.362
C 0.711 -5.540 -1.568
N 1.100 -4.561 -2.368
N 2.096 -1.807 -3.262
C 2.302 -0.478 -3.427
C 1.531 -0.060 -4.486
C 0.882 -1.232 -4.918
N 1.233 -2.270 -4.177
N 4.198 -3.069 -2.722
C 4.578 -4.297 -3.139
C 5.845 -4.189 -3.663
C 6.158 -2.825 -3.523
N 5.160 -2.159 -2.965
H 4.347 -0.367 1.663
H 1.633 -0.045 1.349
H 5.063 -1.825 -0.532
H 3.036 -4.072 0.175
H 1.361 -6.200 0.474
H -0.061 -6.222 -1.887
H 3.004 0.065 -2.817
H 1.456 0.937 -4.888
H 0.188 -1.365 -5.734
H 3.923 -5.148 -3.051
H 6.455 -4.971 -4.082
H 7.056 -2.300 -3.808
Cl -1.708 -0.094 -2.825
C -1.962 1.372 -3.681
C -2.015 1.297 -5.062
C -2.255 2.434 -5.808
C -2.462 3.641 -5.162
C -2.403 3.703 -3.782
Cl -2.729 5.231 -3.046
C -2.120 2.581 -2.985
S -2.119 2.703 -1.228
H -1.884 0.334 -5.536
H -2.299 2.375 -6.887
H -2.674 4.540 -5.723
F -7.574 -5.749 -0.856
C -6.397 -5.116 -0.629
C -5.982 -4.828 0.692
F -6.749 -5.254 1.715
C -4.825 -4.150 0.922
F -4.476 -3.916 2.209
C -3.943 -3.726 -0.117
P -2.559 -2.616 0.139
C -1.557 -3.445 1.441
C -1.633 -4.809 1.700
C -0.774 -5.401 2.616
C 0.195 -4.645 3.261
C 0.314 -3.293 2.971
C -0.550 -2.703 2.062
C -3.285 -1.205 1.085
C -3.867 -0.205 0.301
C -4.509 0.877 0.881
C -4.585 0.977 2.264
C -4.014 -0.011 3.053
C -3.368 -1.093 2.473
C -4.420 -4.014 -1.448
Br -3.362 -3.524 -2.942
C -5.590 -4.691 -1.679
F -5.991 -4.963 -2.936
H -2.375 -5.407 1.186
H -0.863 -6.461 2.825
H 0.855 -5.108 3.985
H 1.084 -2.700 3.451
H -0.454 -1.648 1.823
H -3.816 -0.285 -0.779
H -4.943 1.648 0.255
H -5.092 1.817 2.723
H -4.075 0.058 4.134
H -2.929 -1.855 3.103
C 1.071 3.399 4.674
Si 1.123 2.099 3.290
C 2.869 1.355 3.407
C -0.111 0.736 3.738
Si 0.670 3.165 1.210
Te -0.215 1.393 -0.439
Si 2.671 4.094 0.361
C 3.473 5.129 1.737
C 3.969 2.850 -0.229
C 2.325 5.225 -1.120
Si -0.882 4.886 1.738
C -0.047 6.176 2.857
C -2.280 4.008 2.668
C -1.694 5.956 0.409
H 1.375 2.961 5.627
H 0.069 3.814 4.803
H 1.753 4.224 4.457
H 3.197 1.302 4.447
H 3.598 1.960 2.862
H 2.905 0.345 2.996
H -0.088 0.524 4.810
H 0.120 -0.192 3.211
H -1.134 1.013 3.472
H 3.817 4.490 2.555
H 2.769 5.852 2.156
H 4.338 5.682 1.362
H 4.392 2.279 0.599
H 4.790 3.364 -0.735
H 3.541 2.131 -0.932
H 1.660 6.052 -0.860
H 1.853 4.659 -1.928
H 3.253 5.650 -1.511
H 0.514 5.743 3.685
H -0.805 6.840 3.279
H 0.642 6.792 2.274
H -1.944 3.584 3.617
H -2.666 3.185 2.060
H -3.111 4.687 2.873
H -1.003 6.248 -0.384
H -2.089 6.866 0.868
H -2.520 5.421 -0.051
```

These are the Löwdin partial charges, in e, on atoms 1 to 6: 0.73, -0.06, -0.22, 0.01, -0.03, -0.07

---

Molecular formula: C30H40HgN4OP2
Method: DFT, ωB97M-V/def2-TZVPD

As for the charge: +1. The multiplicity is 2. The lowest unoccupied orbital energy (spin up / spin down) is -2.353 / -6.220 eV. As for the HOMO-LUMO gap (spin up / spin down): 0.304 / 0.161 hartree.

```
78
C30H40HgN4OP2 ωB97M-V/def2-TZVPD
Hg -1.644 0.144 3.645
N -1.204 -2.671 1.266
C -0.258 -3.335 0.566
C -0.535 -4.611 0.048
C 0.371 -5.252 -0.760
C 1.591 -4.649 -1.063
C 1.912 -3.422 -0.521
C 1.020 -2.765 0.329
P 1.372 -1.115 0.993
C 3.066 -0.778 0.405
C 4.194 -1.223 1.090
C 5.448 -1.001 0.551
C 5.585 -0.333 -0.655
C 4.463 0.128 -1.327
C 3.206 -0.089 -0.796
C 1.585 -1.332 2.787
C 1.897 -0.174 3.502
C 2.071 -0.232 4.871
C 1.926 -1.444 5.532
C 1.619 -2.594 4.822
C 1.438 -2.547 3.450
H -1.118 -1.680 1.453
H -2.126 -3.068 1.330
H -1.490 -5.065 0.268
H 0.126 -6.220 -1.171
H 2.291 -5.149 -1.714
H 2.869 -2.972 -0.743
H 4.091 -1.750 2.027
H 6.328 -1.359 1.065
H 6.566 -0.173 -1.075
H 4.573 0.651 -2.264
H 2.322 0.268 -1.309
H 2.017 0.762 2.971
H 2.316 0.657 5.431
H 2.062 -1.495 6.601
H 1.522 -3.535 5.345
H 1.203 -3.447 2.899
O -1.863 0.588 0.643
P -1.763 1.427 -0.570
N -0.939 0.635 -1.757
C -0.933 -0.820 -1.805
C -0.041 -1.133 -2.995
C -0.391 -0.008 -3.968
C -0.618 1.205 -3.061
N -0.901 2.870 -0.429
C -1.404 4.005 0.333
C -0.157 4.810 0.687
C 0.883 3.716 0.906
C 0.529 2.707 -0.185
N -3.239 1.918 -1.244
C -3.993 0.827 -1.859
C -5.387 1.405 -2.065
C -5.566 2.259 -0.814
C -4.166 2.839 -0.595
H -1.934 -1.242 -1.955
H -0.539 -1.200 -0.866
H -0.239 -2.119 -3.407
H 1.008 -1.085 -2.702
H -1.304 -0.257 -4.508
H 0.401 0.171 -4.691
H -1.421 1.854 -3.418
H 0.293 1.805 -2.980
H -1.908 3.670 1.250
H -2.110 4.577 -0.270
H -0.307 5.439 1.562
H 0.127 5.438 -0.159
H 0.755 3.265 1.891
H 1.903 4.082 0.809
H 0.758 1.672 0.102
H 1.077 2.939 -1.107
H -4.042 -0.041 -1.185
H -3.515 0.524 -2.793
H -6.145 0.633 -2.168
H -5.398 2.036 -2.953
H -5.858 1.641 0.036
H -6.310 3.041 -0.945
H -3.937 2.955 0.466
H -4.080 3.817 -1.082
```

These are the Löwdin partial charges, in e, on atoms 1 to 6: 0.42, 0.21, -0.31, 0.00, -0.03, -0.03

---

Number 1: strongest force on any atom 1.514 eV Å⁻¹. Number 2: strongest force on any atom 1.979 eV Å⁻¹.